1.
{
  "formula": "C4H4LiO5Rh",
  "method": "wB97M-V/def2-TZVPD",
  "spin_multiplicity": 6,
  "total_charge": 1,
  "energy_ev": -17649.107,
  "homo_ha": [-0.295, -0.490],
  "lumo_energy_ha": [-0.17025, -0.27150],
  "de_lowest_kj_mol": 250.36,
  "gap_ev": [3.38, 5.95],
  "species": ["C", "O", "O", "H", "C", "H", "C", "O", "H", "Rh", "Li", "O", "C", "O", "H"],
  "positions_angstrom": [[0.387, 1.558, -0.043], [0.643, 2.547, -0.695], [-1.548, 1.775, 1.363], [-0.180, -2.871, -0.733], [-0.010, -0.871, -0.085], [-1.099, -0.742, -0.017], [-0.299, 1.614, 1.307], [0.568, 0.362, -0.601], [0.418, -1.059, 0.909], [-1.333, 1.743, 3.384], [0.293, 0.139, -2.670], [0.403, 1.525, 2.351], [0.339, -1.956, -1.099], [-0.009, -1.595, -2.376], [1.428, -2.169, -0.995]]
}

***

2.
{
  "formula": "C3H6O2",
  "method": "wB97M-V/def2-TZVPD",
  "energy_ev": -7299.584,
  "homo_ha": -0.340,
  "lumo_energy_ha": 0.01431,
  "de_lowest_kj_mol": 395.00,
  "gap_ev": 9.65,
  "species": ["H", "C", "H", "H", "C", "H", "H", "O", "H", "C", "O"],
  "positions_angstrom": [[1.216, -1.898, 0.209], [0.695, -1.002, -0.142], [-2.690, 0.362, -0.911], [1.302, 1.118, -0.464], [1.537, 0.216, 0.145], [0.462, -1.067, -1.213], [-0.939, 1.363, 0.933], [-2.028, 0.984, -0.570], [-0.266, -0.934, 0.399], [-1.705, 0.603, 0.644], [2.416, 0.255, 0.971]]
}

***

3.
{
  "formula": "C39H46GeN4O3Sc",
  "method": "wB97M-V/def2-TZVPD",
  "total_charge": -1,
  "energy_ev": -130512.882,
  "homo_ha": [-0.150, -0.131],
  "lumo_energy_ha": [0.09307, 0.09715],
  "de_lowest_kj_mol": 124.64,
  "gap_ev": [6.62, 6.21],
  "species": ["N", "H", "C", "H", "H", "C", "C", "H", "H", "H", "H", "C", "C", "H", "H", "C", "H", "H", "N", "H", "H", "H", "C", "O", "H", "C", "C", "C", "H", "H", "O", "H", "H", "C", "H", "N", "C", "C", "C", "C", "O", "C", "H", "H", "H", "C", "H", "H", "C", "H", "H", "H", "C", "C", "C", "H", "C", "H", "H", "N", "C", "H", "C", "C", "C", "C", "C", "Ge", "C", "H", "H", "C", "C", "H", "C", "H", "H", "H", "H", "C", "C", "H", "C", "C", "H", "C", "H", "H", "H", "H", "C", "C", "Sc", "H"],
  "positions_angstrom": [[-1.446, -0.203, 1.639], [-3.945, 1.604, 2.578], [-3.637, -1.767, -1.853], [1.939, -1.560, -5.506], [-0.099, -1.281, -2.962], [-1.192, 2.178, 3.417], [-0.940, -0.318, 2.925], [-2.097, 2.433, 3.974], [3.182, -5.857, -0.010], [3.263, -4.996, -2.252], [-4.465, -1.442, -1.223], [3.699, -1.227, -2.725], [-2.463, 0.419, -2.238], [0.469, -2.715, 4.882], [-3.961, -2.635, -2.422], [-0.735, 0.791, 3.774], [-4.452, 1.356, -1.313], [-0.685, -2.612, 1.486], [1.659, -0.122, 1.371], [4.185, -5.217, 2.133], [-1.112, 3.378, -3.299], [-3.279, 0.207, 3.439], [2.936, -4.892, 0.417], [0.490, 1.721, 0.054], [3.706, 1.917, -3.390], [2.181, -5.166, -2.302], [1.134, 2.016, 1.119], [3.520, -4.526, 1.633], [-0.220, 6.380, 0.631], [-1.924, 2.131, -5.113], [1.488, -4.302, -1.447], [-0.374, 2.307, -2.079], [2.550, 2.059, -2.061], [-4.363, 1.182, -0.243], [0.908, 7.107, 2.704], [-2.096, 0.411, -0.895], [3.270, -3.285, 2.159], [1.688, -2.785, 0.351], [-2.960, 0.263, -4.979], [-3.669, 0.554, 2.487], [0.760, -2.079, -0.196], [2.401, -2.387, 1.523], [3.517, -2.284, -2.890], [-4.510, 2.128, 0.279], [-1.405, 2.271, 2.355], [-0.525, -1.597, 3.366], [2.134, 5.463, 4.078], [-3.951, -1.579, -4.535], [0.379, -0.634, 5.379], [1.827, -4.943, -3.309], [-1.911, 3.098, -1.736], [4.590, -0.939, -3.278], [-3.000, 0.611, 0.068], [-2.646, 0.343, 1.398], [-3.420, -0.728, -4.131], [-0.429, 2.911, 3.672], [-2.033, 1.451, -3.095], [3.885, -1.081, -1.664], [-4.577, -0.006, 2.262], [1.787, 1.157, 1.864], [-2.279, 1.349, -4.453], [1.140, -0.017, -5.750], [2.017, -0.492, -5.320], [0.966, 6.074, 2.392], [-0.858, -2.808, 2.544], [0.433, 4.357, 0.810], [-1.314, 2.637, -2.525], [2.104, -0.146, -3.327], [1.136, 3.426, 1.567], [-1.914, -3.063, 2.663], [-2.812, -2.048, -1.195], [2.063, -4.044, -0.221], [1.744, 3.830, 2.755], [2.252, 3.088, 3.350], [2.303, -1.043, 2.004], [3.760, -2.968, 3.071], [2.869, -0.776, 2.902], [2.050, 2.424, -3.706], [-0.054, 4.013, -0.091], [1.657, 5.149, 3.160], [2.669, 1.765, -3.102], [1.974, -6.220, -2.077], [-0.062, 0.612, 4.972], [0.341, 5.671, 1.222], [-0.258, -3.662, 2.855], [0.430, -0.470, -2.433], [2.896, -0.120, -5.837], [-3.122, 0.188, -6.046], [-5.161, 0.508, 0.067], [0.905, -0.750, 6.317], [0.135, -1.733, 4.572], [-3.189, -0.664, -2.766], [0.029, -0.218, -0.244], [0.122, 1.474, 5.598]]
}